(1)
ORCA calculation (the ωB97M-V functional and the def2-TZVPD basis) on a 2-piece molecular cluster, C11H14N2O overall.

Geometry as XYZ:
```
28
Properties=species:S:1:pos:R:3
C 1.444 -4.078 1.164
C 0.211 -2.078 0.154
C 1.432 -2.746 0.364
C 0.154 -0.819 -0.460
C 1.342 -0.243 -0.780
C 2.574 -2.101 -0.238
C 2.581 -0.835 -0.691
O 1.222 1.048 -1.199
H -0.672 -2.583 0.696
H -0.886 -0.492 -0.645
H 0.570 -4.142 1.824
H 2.240 -3.962 1.957
H 3.525 -2.565 -0.073
H 0.289 1.281 -1.440
H 3.382 -0.346 -1.187
H 1.602 -5.079 0.476
C -2.343 3.333 -1.556
C -2.148 1.277 1.374
C -2.006 2.794 -0.282
C -0.713 2.793 0.303
N -2.886 1.802 0.387
N -0.825 1.801 1.304
H -2.652 0.561 2.061
H -0.161 1.583 1.983
H 0.156 3.395 0.028
H -1.527 3.868 -1.951
H -3.139 4.042 -1.393
H -2.768 2.492 -2.177
```

Summary:
- Gap between HOMO and LUMO (alpha / beta): 8.0580 / 3.8654 eV
- Lowest unoccupied orbital energy (alpha / beta): -3.641 / -7.703 eV
- Charge: +1
- Spin multiplicity: 2
- Energy relative to the best compared isomer or geometry (same formula, charge and spin): 311.4 kJ/mol
- ⟨S²⟩: 0.768

These are the natural (NBO) partial charges, in e, on atoms 1 to 6: atom 1 (C): -0.6804, atom 2 (C): -0.1857, atom 3 (C): 0.1701, atom 4 (C): -0.2178, atom 5 (C): 0.4271, atom 6 (C): -0.1461


(2)
ORCA calculation (the ωB97M-V functional and the def2-TZVPD basis) on a 2-piece molecular cluster, C3HCl2FO overall.

Geometry as XYZ:
```
8
Properties=species:S:1:pos:R:3
C -1.084 -1.217 -0.090
C 0.049 -1.255 -0.703
C -0.495 1.815 -1.683
O -2.210 -1.215 0.022
F 1.245 -1.743 -0.414
Cl -0.989 3.077 -0.734
Cl -1.478 1.520 -3.027
H -0.077 -0.853 -1.646
```

Summary:
- Gap between HOMO and LUMO: 7.7491 eV
- Lowest unoccupied orbital energy: -1.102 eV
- Energy relative to the best compared isomer or geometry (same formula, charge and spin): 400.2 kJ/mol

These are the natural (NBO) partial charges, in e, on atoms 1 to 6: atom 1 (C): 0.5939, atom 2 (C): -0.0758, atom 3 (C): -0.1737, atom 4 (O): -0.4213, atom 5 (F): -0.2988, atom 6 (Cl): 0.1064


(3)
ORCA calculation (the ωB97M-V functional and the def2-TZVPD basis) on a 2-piece molecular cluster, C4H12 overall.

Geometry as XYZ:
```
16
Properties=species:S:1:pos:R:3
C 1.208 -0.160 1.528
C 0.582 1.257 1.392
H 2.133 -0.052 2.101
H 0.502 -0.778 2.071
H 1.569 -0.709 0.658
H 0.140 1.462 0.427
H 1.389 1.955 1.616
H -0.135 1.404 2.197
C -0.793 0.075 -1.878
C -1.024 -1.168 -1.040
H -1.029 1.008 -1.353
H 0.208 0.253 -2.275
H -1.403 0.165 -2.783
H -1.486 -1.104 -0.068
H -0.073 -1.694 -1.029
H -1.555 -1.908 -1.654
```

Summary:
- Gap between HOMO and LUMO: 12.5201 eV
- Lowest unoccupied orbital energy: 1.204 eV
- Energy relative to the best compared isomer or geometry (same formula, charge and spin): 57.2 kJ/mol

These are the natural (NBO) partial charges, in e, on atoms 1 to 6: atom 1 (C): -0.6156, atom 2 (C): -0.6123, atom 3 (H): 0.2014, atom 4 (H): 0.2024, atom 5 (H): 0.2082, atom 6 (H): 0.2079


(4)
ORCA calculation (the ωB97M-V functional and the def2-TZVPD basis) on a 4-piece molecular cluster, C12H21Br6F2N6O2S overall.

Geometry as XYZ:
```
50
Properties=species:S:1:pos:R:3
N -5.261 0.006 2.359
C -4.053 -0.812 2.367
C -4.211 -2.025 1.448
C -4.414 -1.613 0.041
N -5.477 -1.787 -0.731
C -5.178 -1.242 -1.917
N -5.993 -1.250 -2.967
S -7.580 -1.919 -2.956
N -3.932 -0.711 -1.877
N -3.211 -0.056 -2.892
C -1.927 0.413 -2.391
O -0.879 0.065 -2.754
F -2.117 1.287 -1.411
C -3.993 1.086 -3.373
O -4.870 1.610 -2.797
F -3.581 1.360 -4.596
N -3.447 -0.955 -0.618
H -5.090 0.847 2.896
H -5.479 0.332 1.424
H -3.152 -0.262 2.086
H -3.919 -1.200 3.369
H -5.013 -2.670 1.775
H -3.276 -2.583 1.483
H -5.715 -0.865 -3.852
H -7.299 -2.962 -2.167
H -2.524 -0.727 -0.260
Br -0.387 -2.139 -0.268
C 1.370 -1.395 -0.698
C 2.470 -2.273 -0.172
Br 2.652 -2.097 1.750
H 1.392 -0.399 -0.270
H 1.400 -1.330 -1.783
H 3.421 -1.957 -0.595
H 2.310 -3.325 -0.381
Br 5.915 0.129 1.673
C 6.020 0.495 3.578
C 4.700 0.267 4.263
Br 3.422 1.681 3.873
H 6.370 1.518 3.675
H 6.772 -0.186 3.971
H 4.826 0.270 5.343
H 4.236 -0.663 3.954
Br 4.653 3.053 -1.048
C 6.317 3.893 -1.613
C 7.518 3.172 -1.063
Br 7.780 3.537 0.826
H 6.270 4.926 -1.286
H 6.313 3.852 -2.699
H 8.425 3.511 -1.557
H 7.431 2.095 -1.162
```

Summary:
- Gap between HOMO and LUMO: 7.5696 eV
- Lowest unoccupied orbital energy: -3.741 eV
- Charge: +1

These are the natural (NBO) partial charges, in e, on atoms 1 to 6: atom 1 (N): -0.8174, atom 2 (C): -0.2000, atom 3 (C): -0.4777, atom 4 (C): 0.4900, atom 5 (N): -0.4785, atom 6 (C): 0.5716


(5)
ORCA calculation (the ωB97M-V functional and the def2-TZVPD basis) on C9H4AuN5OSe as an isolated structure.

Geometry as XYZ:
```
21
Properties=species:S:1:pos:R:3
Au 1.006 -1.903 -0.819
Se 3.334 0.246 -0.557
N 1.754 -0.283 0.068
C 1.162 0.734 0.705
C -0.111 0.734 1.302
C -0.570 1.901 1.846
C 0.223 3.072 1.888
C 1.473 3.100 1.344
C 1.967 1.933 0.723
N 3.141 1.835 0.110
H -0.705 -0.166 1.294
H -1.567 1.935 2.256
H -0.179 3.960 2.351
H 2.101 3.975 1.362
O 0.433 -3.488 -1.937
N -0.727 -3.752 -2.429
C -1.825 -3.153 -2.080
C -1.950 -2.140 -1.103
N -1.923 -1.335 -0.280
C -3.021 -3.499 -2.754
N -4.015 -3.704 -3.289
```

Summary:
- Gap between HOMO and LUMO: 7.3348 eV
- Lowest unoccupied orbital energy: -2.011 eV

These are the natural (NBO) partial charges, in e, on atoms 1 to 6: atom 1 (Au): 0.5847, atom 2 (Se): 1.0712, atom 3 (N): -0.7907, atom 4 (C): 0.2276, atom 5 (C): -0.2483, atom 6 (C): -0.1520


(6)
ORCA calculation (the ωB97M-V functional and the def2-TZVPD basis) on one molecule with the formula C14H15N3O4S.

Geometry as XYZ:
```
37
Properties=species:S:1:pos:R:3
C 2.798 2.536 -3.195
O 3.106 1.403 -2.404
C 2.404 1.269 -1.265
C 2.689 0.178 -0.435
C 1.964 0.025 0.725
C 0.968 0.959 1.028
N 0.129 0.856 2.141
C 0.011 -0.215 2.972
O 0.836 -1.075 3.164
N -1.233 -0.214 3.607
S -2.596 0.152 2.664
O -3.701 -0.480 3.308
O -2.617 1.574 2.472
C -2.164 -0.624 1.113
C -1.844 -1.967 1.096
C -1.355 -2.528 -0.072
C -1.182 -1.754 -1.215
C -0.600 -2.338 -2.463
C -1.544 -0.410 -1.180
C -2.031 0.158 -0.019
C 0.777 2.011 0.142
N 1.472 2.163 -0.973
H 3.463 2.488 -4.055
H 1.755 2.511 -3.517
H 2.968 3.456 -2.633
H 3.466 -0.513 -0.715
H 2.149 -0.799 1.393
H -0.625 1.534 2.191
H -1.366 -0.960 4.273
H -1.970 -2.559 1.988
H -1.090 -3.574 -0.089
H 0.396 -1.930 -2.628
H -1.211 -2.083 -3.326
H -0.522 -3.419 -2.391
H -1.423 0.199 -2.064
H -2.301 1.201 0.031
H 0.028 2.769 0.330
```

Summary:
- Gap between HOMO and LUMO: 8.7773 eV
- Lowest unoccupied orbital energy: 0.394 eV
- Energy relative to the best compared isomer or geometry (same formula, charge and spin): 43.1 kJ/mol

These are the natural (NBO) partial charges, in e, on atoms 1 to 6: atom 1 (C): -0.2525, atom 2 (O): -0.4920, atom 3 (C): 0.4911, atom 4 (C): -0.2817, atom 5 (C): -0.1771, atom 6 (C): 0.0716


(7)
ORCA calculation (the ωB97M-V functional and the def2-TZVPD basis) on one molecule with the formula C3H8O2S.

Geometry as XYZ:
```
14
Properties=species:S:1:pos:R:3
C 0.617 -1.721 0.742
O 0.639 -0.656 -0.265
C 0.651 0.648 -0.003
S -0.205 1.276 1.480
O 0.005 1.393 -1.195
C -1.311 0.881 -1.426
H -0.372 -1.881 1.111
H 1.310 -1.690 1.548
H 0.865 -2.652 0.235
H 1.610 1.128 0.008
H 0.899 1.192 2.305
H -1.212 -0.222 -1.388
H -1.501 1.137 -2.466
H -1.994 1.167 -0.684
```

Summary:
- Gap between HOMO and LUMO: 9.9730 eV
- Lowest unoccupied orbital energy: 0.649 eV
- Energy relative to the best compared isomer or geometry (same formula, charge and spin): 222.6 kJ/mol

These are the natural (NBO) partial charges, in e, on atoms 1 to 6: atom 1 (C): -0.2540, atom 2 (O): -0.5406, atom 3 (C): 0.2791, atom 4 (S): -0.0940, atom 5 (O): -0.5439, atom 6 (C): -0.2752


(8)
ORCA calculation (the ωB97M-V functional and the def2-TZVPD basis) on a 2-piece molecular cluster, C5H13NO2 overall.

Geometry as XYZ:
```
21
Properties=species:S:1:pos:R:3
C 1.096 0.441 2.001
C 0.635 0.246 0.551
C 0.663 -1.213 0.131
O 1.351 -2.048 0.664
N -0.665 0.784 0.219
C -1.767 0.287 1.020
C -0.646 2.262 0.113
H 1.958 -0.201 2.195
H 0.336 0.134 2.734
H 1.349 1.480 2.226
H 1.383 0.777 -0.040
H 0.092 -1.449 -0.782
H -2.660 0.813 0.712
H -1.984 -0.771 0.816
H -1.569 0.303 2.094
H 0.142 2.783 0.636
H -1.620 2.638 0.429
H -0.577 2.500 -0.945
O -0.392 -1.128 -4.043
H -1.123 -0.588 -3.690
H 0.255 -0.431 -4.229
```

Summary:
- Gap between HOMO and LUMO: 9.3653 eV
- Lowest unoccupied orbital energy: 0.604 eV
- Energy relative to the best compared isomer or geometry (same formula, charge and spin): 202.5 kJ/mol

These are the natural (NBO) partial charges, in e, on atoms 1 to 6: atom 1 (C): -0.6398, atom 2 (C): -0.1596, atom 3 (C): 0.4361, atom 4 (O): -0.5180, atom 5 (N): -0.4502, atom 6 (C): -0.4186


(9)
ORCA calculation (the ωB97M-V functional and the def2-TZVPD basis) on C8H12CuF6NO7 as an isolated structure.

Geometry as XYZ:
```
35
Properties=species:S:1:pos:R:3
Cu -0.672 0.806 0.152
C -0.653 -1.971 0.645
O -0.480 -0.919 1.575
O -1.017 -1.306 -0.472
C 0.690 -2.771 0.487
F 0.699 -3.837 1.352
F 0.909 -3.266 -0.734
F 1.731 -1.990 0.831
C -0.739 -1.115 2.959
C -2.156 -1.403 3.396
H -2.234 -1.591 4.469
H -2.923 -0.643 3.228
H -2.602 -2.265 2.887
H -0.465 -0.156 3.409
H 0.023 -1.750 3.420
H -1.390 -2.645 1.105
C 1.705 1.983 -0.941
O 0.760 1.166 -1.679
O 1.111 2.021 0.266
C 3.068 1.307 -1.034
F 3.056 -0.016 -0.986
F 3.653 1.657 -2.250
F 3.953 1.812 -0.136
C 0.806 1.187 -3.095
C -0.072 0.092 -3.643
H 0.356 -0.433 -4.498
H -0.216 -0.702 -2.902
H -1.096 0.400 -3.863
H 1.783 1.098 -3.579
H 0.453 2.165 -3.454
H 1.734 3.013 -1.319
N -2.444 2.566 1.129
O -1.779 2.858 0.113
O -2.336 1.333 1.458
O -3.218 3.316 1.704
```

Summary:
- Gap between HOMO and LUMO (alpha / beta): 9.2271 / 7.1879 eV
- Lowest unoccupied orbital energy (alpha / beta): 3.242 / 1.339 eV
- Charge: -1
- Spin multiplicity: 2
- Energy relative to the best compared isomer or geometry (same formula, charge and spin): 93.4 kJ/mol
- ⟨S²⟩: 0.752

These are the natural (NBO) partial charges, in e, on atoms 1 to 6: atom 1 (Cu): 1.5255, atom 2 (C): 0.3156, atom 3 (O): -0.5870, atom 4 (O): -0.8818, atom 5 (C): 0.9198, atom 6 (F): -0.3604


(10)
ORCA calculation (the ωB97M-V functional and the def2-TZVPD basis) on one molecule with the formula C3H3Cl3.

Geometry as XYZ:
```
9
Properties=species:S:1:pos:R:3
Cl -2.326 -0.011 -0.334
C -0.952 -0.981 -0.487
C 0.270 -0.576 0.021
Cl 1.778 -1.450 -0.391
C 0.492 0.784 0.550
Cl 0.984 2.057 -0.601
H -1.103 -1.757 -1.148
H -0.398 1.133 1.092
H 1.256 0.801 1.299
```

Summary:
- Gap between HOMO and LUMO: 9.7716 eV
- Lowest unoccupied orbital energy: 0.189 eV
- Energy relative to the best compared isomer or geometry (same formula, charge and spin): 20.2 kJ/mol

These are the natural (NBO) partial charges, in e, on atoms 1 to 6: atom 1 (Cl): 0.0414, atom 2 (C): -0.2122, atom 3 (C): -0.0381, atom 4 (Cl): -0.0061, atom 5 (C): -0.4465, atom 6 (Cl): -0.0402


(11)
ORCA calculation (the ωB97M-V functional and the def2-TZVPD basis) on C17H32AsPPdS4Sb as an isolated structure.

Geometry as XYZ:
```
57
Properties=species:S:1:pos:R:3
Pd 0.131 -0.976 1.953
S 0.734 -0.899 4.416
Sb -0.714 -2.823 4.330
S -2.107 -1.427 2.882
S 0.819 -3.230 2.501
C -4.833 -3.319 -0.004
As -3.628 -1.883 -0.355
C -4.329 -0.311 0.480
C -3.537 -1.615 -2.248
S -1.647 -2.466 0.321
H -5.805 -3.075 -0.432
H -4.918 -3.455 1.070
H -4.435 -4.219 -0.465
H -5.069 0.121 -0.192
H -3.530 0.399 0.664
H -4.802 -0.599 1.415
H -4.129 -0.740 -2.505
H -3.944 -2.497 -2.734
H -2.502 -1.471 -2.542
C 3.486 -0.119 1.645
C 2.731 1.136 1.188
C 3.627 1.859 0.169
C 2.443 2.056 2.384
P 1.133 0.555 0.407
C 1.559 -0.330 -1.112
C 1.616 -1.724 -1.113
C 1.991 -2.419 -2.256
C 2.305 -1.725 -3.414
C 2.251 -0.338 -3.428
C 1.886 0.358 -2.286
C -0.118 1.899 0.061
C 0.488 3.225 -0.414
C -0.921 2.171 1.345
C -1.058 1.352 -1.021
H 4.424 0.201 2.106
H 3.732 -0.770 0.804
H 2.948 -0.701 2.388
H 4.533 2.170 0.697
H 3.177 2.754 -0.250
H 3.937 1.202 -0.642
H 3.360 2.170 2.965
H 1.679 1.665 3.056
H 2.137 3.052 2.062
H 1.381 -2.279 -0.218
H 2.041 -3.501 -2.239
H 2.600 -2.265 -4.306
H 2.504 0.206 -4.329
H 1.868 1.437 -2.320
H 1.133 3.678 0.334
H -0.340 3.920 -0.588
H 1.034 3.139 -1.351
H -0.333 2.702 2.093
H -1.311 1.266 1.808
H -1.776 2.803 1.091
H -0.559 1.248 -1.983
H -1.887 2.054 -1.141
H -1.456 0.376 -0.748
```

Summary:
- Gap between HOMO and LUMO (alpha / beta): 8.3333 / 5.8121 eV
- Lowest unoccupied orbital energy (alpha / beta): -6.064 / -8.987 eV
- Charge: +2
- Spin multiplicity: 6
- Energy relative to the best compared isomer or geometry (same formula, charge and spin): 0.0 kJ/mol
- ⟨S²⟩: 8.784

These are the natural (NBO) partial charges, in e, on atoms 1 to 6: atom 1 (Pd): 0.5603, atom 2 (S): -0.2672, atom 3 (Sb): 1.0820, atom 4 (S): -0.4051, atom 5 (S): -0.2795, atom 6 (C): -0.9584


(12)
ORCA calculation (the ωB97M-V functional and the def2-TZVPD basis) on C13H30N8O4RhS2 as an isolated structure.

Geometry as XYZ:
```
58
Properties=species:S:1:pos:R:3
Rh 0.239 1.033 -0.081
C 1.698 1.281 2.442
N 0.517 0.487 1.906
C 0.795 -0.962 2.215
N 1.003 -1.178 3.623
C 2.140 -0.366 4.076
N 1.895 1.057 3.849
C 0.681 1.454 4.570
N -0.475 0.669 4.122
C -0.689 0.900 2.717
C -0.197 -0.748 4.349
H 1.488 2.332 2.238
H 2.575 0.975 1.873
H 1.676 -1.266 1.650
H -0.065 -1.556 1.899
H 3.038 -0.670 3.536
H 2.295 -0.541 5.139
H 0.488 2.513 4.396
H 0.827 1.294 5.637
H -0.875 1.953 2.514
H -1.543 0.312 2.371
H -1.051 -1.344 4.021
H -0.046 -0.915 5.415
C -3.422 -1.233 -2.986
C -2.633 -1.670 -1.756
C -1.947 -3.008 -2.013
C -3.570 -1.769 -0.548
N -1.588 -0.635 -1.591
N -0.925 -0.664 -0.329
H -4.162 -1.988 -3.247
H -2.756 -1.095 -3.838
H -3.948 -0.294 -2.801
H -2.689 -3.782 -2.213
H -1.367 -3.342 -1.147
H -1.281 -2.932 -2.871
H -4.420 -2.406 -0.791
H -3.968 -0.788 -0.271
H -3.090 -2.222 0.325
H -1.945 0.303 -1.729
H -0.286 -1.455 -0.353
H -1.584 -0.813 0.437
O -0.436 4.433 -1.519
S -0.194 3.165 -0.952
O 1.255 2.867 -0.457
O -0.401 1.923 -1.863
O -0.997 2.745 0.271
S 2.053 -0.290 -0.694
C 2.312 0.261 -2.324
N 2.374 -0.537 -3.382
C 2.721 0.218 -4.593
C 2.537 1.673 -4.116
N 2.500 1.517 -2.660
H 2.435 -1.537 -3.288
H 2.046 -0.036 -5.406
H 3.745 0.004 -4.897
H 1.600 2.107 -4.465
H 3.363 2.313 -4.413
H 2.255 2.254 -2.000
```

Summary:
- Gap between HOMO and LUMO: 8.2710 eV
- Lowest unoccupied orbital energy: -3.743 eV
- Charge: +1
- Energy relative to the best compared isomer or geometry (same formula, charge and spin): 0.0 kJ/mol

These are the natural (NBO) partial charges, in e, on atoms 1 to 6: atom 1 (Rh): 0.9634, atom 2 (C): -0.0832, atom 3 (N): -0.4214, atom 4 (C): -0.0732, atom 5 (N): -0.4488, atom 6 (C): -0.0813


no.,E (Eh)
1,-611.94469
2,-1210.21278
3,-159.56318
4,-16990.57664
5,-3231.38556
6,-1405.93087
7,-667.69614
8,-403.49950
9,-3133.07168
10,-1496.65657
11,-5204.38752
12,-2159.09991